[1]
Here is a structure of composition C13H18Br3F4NPS in a non-equilibrium geometry from the Open Molecules 2025 dataset. Energies are from the ωB97M-V functional and the def2-TZVPD basis.

```
41
Properties=species:S:1:pos:R:3:forces:R:3:lowdin_charge:R:1
C -0.19874 3.91493 0.12422 0.54 -0.14 0.47 -0.14
C 1.23002 3.67768 -0.36660 -0.62 0.06 -0.02 -0.54
S 1.41191 2.55230 -1.78217 0.23 0.19 -0.45 0.87
C 0.26399 1.18865 -1.55995 0.22 -0.44 0.66 -0.63
P 0.90023 -0.10937 -0.44545 -0.33 1.09 -0.10 0.51
N -0.26381 -1.28524 -0.40741 0.64 0.44 0.21 -0.08
Br 1.09314 0.85562 1.52059 0.06 -0.56 -0.60 0.59
C 2.46244 -0.69658 -1.13327 0.42 -0.76 0.54 -0.26
C 3.43782 -1.44421 -0.18060 -0.96 0.44 -0.46 -0.20
C 4.40932 -0.51517 0.55124 0.81 -1.91 0.72 -0.81
F 4.13637 0.75928 0.32979 -0.51 1.32 -0.26 0.00
Br 4.26713 -0.88631 2.46910 -0.89 0.56 0.12 0.75
C 5.92373 -0.73931 0.11445 -0.11 -0.27 1.78 -0.96
F 5.99930 -1.36966 -1.03182 -0.13 -0.84 -1.21 0.08
F 6.47545 0.43043 -0.04750 0.51 1.62 -0.31 0.09
Br 6.99469 -1.64344 1.45691 0.71 -0.53 -0.62 0.78
H -0.60409 4.83139 -0.26663 -0.28 0.18 -0.37 0.08
H -0.15317 4.02936 1.20001 -0.12 0.07 0.30 0.07
H -0.87401 3.09142 -0.06104 -0.20 -0.09 -0.12 0.04
H 1.60371 4.62317 -0.73424 0.27 0.12 -0.40 0.07
H 1.89956 3.39886 0.42848 0.15 -0.35 0.24 0.03
H 0.13811 0.69309 -2.51653 0.10 0.01 -0.39 0.07
H -0.73199 1.47244 -1.23740 -0.15 0.15 0.16 0.05
H -0.19058 -1.92067 0.38353 -0.13 -0.16 -0.16 0.08
H -1.17588 -0.83325 -0.38700 -0.16 -0.31 0.09 0.06
H 2.95078 0.11097 -1.65718 -0.01 0.54 0.04 0.08
H 2.18041 -1.41346 -1.89833 -0.41 -0.12 -0.17 0.11
H 3.93659 -2.18752 -0.78661 0.37 -0.04 0.05 0.12
H 2.84687 -1.98433 0.54006 -0.04 -0.28 0.31 0.08
F -2.51877 -1.03739 1.46461 0.17 0.04 -0.04 0.01
C -3.78728 -1.29683 1.03627 -0.45 -0.09 -0.10 -0.29
C -4.20480 -2.60656 0.94269 0.25 -0.20 0.07 -0.02
C -5.49634 -2.86548 0.50903 -0.05 0.13 -0.04 -0.07
C -6.34033 -1.81700 0.17003 -0.06 -0.02 -0.02 -0.08
C -5.89622 -0.50624 0.26869 -0.01 -0.12 -0.01 -0.07
C -4.60866 -0.23938 0.71064 0.17 0.27 0.00 -0.02
H -3.52887 -3.40995 1.20653 -0.02 0.01 0.04 0.12
H -5.84382 -3.88679 0.43644 0.03 -0.01 0.00 0.11
H -7.34591 -2.02281 -0.17048 0.00 0.01 0.01 0.11
H -6.55252 0.31085 0.00239 0.01 0.01 0.02 0.11
H -4.24580 0.77650 0.80452 -0.01 -0.01 0.03 0.12
```
Positions in Å, forces in eV/Å.

Calculated values
E ... -9421.74452 hartree
Max |F| ... 2.2 eV/Å
Spin multiplicity ... 1
Net charge ... +1

[2]
Here is a structure of composition C11H19N3P in a non-equilibrium geometry from the Open Molecules 2025 dataset. Energies are from the ωB97M-V functional and the def2-TZVPD basis.

```
34
Properties=species:S:1:pos:R:3:forces:R:3:lowdin_charge:R:1
C 3.16994 1.04664 -0.88779 0.78 0.74 -1.47 -0.07
C 3.45911 -0.27963 -1.17019 -0.75 -1.00 -0.65 -0.05
C 2.29693 1.41703 0.09740 -1.14 -1.08 1.85 -0.06
C 2.71533 -1.23709 -0.49947 0.46 -1.39 0.36 -0.05
C 1.70157 0.43175 0.89461 1.51 -1.73 -1.38 -0.04
C 1.91237 -0.91797 0.57684 -0.21 0.57 -0.33 -0.28
C -0.73178 -0.18338 -1.29703 1.49 0.31 -0.65 -0.16
C -1.59404 1.04870 -1.16488 -0.28 1.38 -0.35 -0.22
C -0.47146 -2.11959 0.14164 1.15 1.06 -2.60 -0.06
C -1.42006 2.70034 0.83997 -0.62 -1.02 -0.90 -0.08
C -3.43660 -0.74681 0.76355 -1.08 0.63 1.36 -0.26
N -1.00335 -0.90474 -0.08838 0.21 -2.84 2.21 -0.30
N -1.68885 1.32821 0.23803 -0.24 1.38 2.91 -0.37
N 1.13887 -2.00537 1.14117 0.53 -0.97 -1.47 0.11
P -1.86118 -0.03397 1.25733 1.03 1.00 -1.49 0.97
H 3.61182 1.78011 -1.54844 0.11 0.25 0.22 0.12
H 4.08725 -0.63209 -2.01606 -0.32 0.72 0.80 0.13
H 1.95255 2.37689 0.44224 0.71 0.75 -0.73 0.11
H 2.76772 -2.32354 -0.70142 0.39 0.72 -0.34 0.13
H 1.22640 0.67968 1.77534 -1.42 0.65 1.57 0.08
H -0.95072 -0.83607 -2.17038 0.16 0.63 0.42 0.14
H 0.36755 0.12569 -1.26446 -1.45 -0.33 -0.57 0.12
H -1.14633 1.90826 -1.63360 0.59 0.30 -0.27 0.12
H -2.57396 1.06193 -1.62910 -0.34 -0.87 -0.27 0.11
H 1.02344 -1.93813 2.12355 -0.45 0.27 1.15 0.12
H -0.92911 -2.83190 0.76657 -0.75 -0.47 0.97 0.09
H -0.00109 -2.59357 -0.78655 -0.58 0.62 1.36 0.15
H -2.31051 3.30111 1.13901 0.37 -1.02 0.31 0.09
H -0.64712 2.62632 1.61817 -0.47 0.13 -0.09 0.07
H -1.06041 3.29181 0.02578 0.75 0.39 -0.52 0.06
H -3.23263 -1.81343 0.81947 -0.50 -0.20 -0.69 0.03
H -3.59935 -0.24295 -0.17867 -0.45 -0.85 -0.62 0.03
H -4.31427 -0.52817 1.42555 0.93 -0.07 -0.36 0.07
H 1.54195 -2.95604 0.95022 -0.10 1.35 0.23 0.16
```
Positions in Å, forces in eV/Å.

Calculated values
E ... -935.88531 hartree
Max |F| ... 3.6 eV/Å
Spin multiplicity ... 1
Net charge ... +1

[3]
Here is a cluster of 11 separate species, C20H62N4O20 in total in a non-equilibrium geometry from the Open Molecules 2025 dataset. Energies are from the ωB97M-V functional and the def2-TZVPD basis.

```
106
Properties=species:S:1:pos:R:3:forces:R:3:lowdin_charge:R:1
N -1.32227 2.10002 2.02304 0.06 0.08 -2.01 0.15
C -2.04220 2.85055 2.91228 1.27 -1.70 -0.19 -0.70
N -1.38473 2.97475 4.11602 -0.37 1.30 0.41 0.15
O -3.17403 3.17991 2.68809 -1.45 0.99 -0.09 0.04
H -1.56927 2.11227 1.02051 -0.20 0.11 1.17 0.08
H -0.36412 1.86421 2.18742 0.39 -0.01 0.42 0.05
H -1.80102 3.76992 4.61904 0.50 -0.70 -0.07 0.11
H -0.36872 3.03505 4.02416 -0.41 0.03 0.33 0.05
N 1.00811 1.93101 -0.62859 -0.96 1.36 -0.94 0.21
C -0.04206 1.11524 -0.88573 0.93 0.41 1.74 -0.68
N -1.17852 1.75116 -1.17233 -1.71 0.01 -1.22 0.18
O -0.03802 -0.07939 -0.65963 0.57 -1.55 -0.04 0.01
H 1.78614 1.57484 -0.13235 0.59 -0.15 0.38 0.10
H 0.79540 2.93977 -0.67909 0.86 -0.96 0.21 0.12
H -1.84534 1.08629 -1.59360 0.32 1.00 0.19 0.14
H -1.06024 2.66058 -1.59750 -0.48 -0.15 -0.43 0.08
O -1.03855 -1.08337 2.00987 -0.67 0.85 -0.85 -0.13
C -2.40588 -0.67882 2.44157 2.49 0.40 0.38 -0.21
C -3.10594 -1.96197 2.57290 -2.41 -0.45 2.83 -0.30
O -3.31859 -2.67461 1.39888 0.51 -0.51 -1.07 -0.07
H -0.79151 -0.74156 1.11801 -0.45 -0.13 0.81 0.05
H -2.23319 -0.24412 3.45459 -0.45 -0.13 -0.62 0.12
H -2.86674 0.10412 1.83353 0.15 -0.41 -0.23 0.11
H -4.17448 -1.76625 2.99458 1.63 -0.22 -0.64 0.15
H -2.59090 -2.51268 3.45580 -0.51 0.21 -1.71 0.14
H -2.54198 -2.68211 0.79275 -0.15 0.16 0.95 0.08
O -1.09822 0.95119 -5.30238 -0.93 -1.07 0.43 -0.10
C 0.00373 0.23190 -5.86934 0.50 0.64 1.51 -0.22
C 1.18206 0.15391 -4.89342 -0.11 0.41 -1.06 -0.22
O 1.79481 1.41099 -4.56502 0.02 -0.86 -0.55 -0.08
H -1.63929 0.32201 -4.73436 1.35 0.86 -0.96 0.09
H -0.17663 -0.82460 -6.02065 -0.72 -0.23 -0.57 0.11
H 0.31105 0.74501 -6.77441 -0.15 -0.04 -0.23 0.12
H 1.89572 -0.49293 -5.42952 0.31 0.41 0.55 0.14
H 0.80692 -0.35819 -4.02145 0.15 -0.08 0.58 0.09
H 1.12746 1.96906 -4.16721 -0.51 0.38 0.18 0.06
O 3.75070 -4.68717 1.68207 -0.89 0.22 -0.04 -0.09
C 2.71707 -3.65209 1.52285 0.86 -0.34 0.15 -0.19
C 1.38494 -3.90002 2.23192 1.00 0.03 -0.63 -0.27
O 1.44252 -4.05298 3.60831 2.38 -0.79 1.87 -0.08
H 3.74991 -5.32931 0.95201 -0.35 0.51 0.37 0.08
H 3.20063 -2.76290 1.95696 -0.28 -0.15 -0.20 0.12
H 2.52540 -3.47702 0.45805 -0.02 0.05 0.17 0.12
H 0.90488 -4.77043 1.86613 -0.58 -0.90 -1.04 0.11
H 0.77975 -3.04008 2.06066 -0.68 0.69 -0.46 0.10
H 2.30966 -4.51435 3.81191 -1.54 0.68 -0.21 0.13
O -4.18623 -1.97900 -2.91457 1.07 0.59 -0.70 -0.08
C -4.55562 -1.98742 -1.55314 -0.20 -1.46 0.36 -0.22
C -4.91060 -3.41901 -1.17299 -1.07 -0.53 0.20 -0.21
O -5.89985 -3.91898 -2.11952 1.07 1.47 -0.54 -0.07
H -4.73744 -2.57463 -3.43776 -0.19 0.01 0.38 0.10
H -3.72240 -1.69090 -0.88925 -0.30 0.16 -0.64 0.12
H -5.40627 -1.34717 -1.43352 -0.49 0.51 0.38 0.12
H -5.38408 -3.49434 -0.17825 0.74 0.25 -0.21 0.13
H -4.00461 -4.03631 -1.24609 -0.26 0.03 0.26 0.11
H -6.33428 -4.67250 -1.76331 -0.39 -0.87 0.50 0.06
O 5.81387 0.99210 -1.24056 0.18 0.79 1.52 -0.03
C 4.80043 0.11517 -1.51873 -1.94 -1.81 0.28 -0.30
C 3.73151 0.66592 -2.46349 2.17 -0.16 -0.38 -0.23
O 4.40037 0.81698 -3.74886 -1.54 0.70 0.34 -0.10
H 6.21628 1.18689 -2.05781 0.93 0.58 -1.55 0.06
H 5.20757 -0.82156 -1.91818 -0.14 -0.08 -0.10 0.12
H 4.30070 -0.13690 -0.56414 0.24 0.07 -0.25 0.12
H 3.51282 1.64426 -2.04118 -0.64 0.20 -0.21 0.10
H 2.86777 0.01497 -2.59726 -0.08 0.08 0.43 0.11
H 3.67949 1.26435 -4.25899 0.89 -0.46 0.05 0.06
O -0.68720 3.50073 -3.72440 -1.00 0.09 -0.58 -0.12
C -0.83380 4.92323 -3.43612 1.58 -1.54 -1.44 -0.20
C 0.51568 5.61707 -3.58379 -0.51 0.95 1.75 -0.22
O 1.36503 5.00851 -2.59026 -0.84 0.50 -0.02 -0.07
H -1.43153 3.21517 -4.31476 1.20 0.19 0.72 0.10
H -1.54787 5.30619 -4.14683 -0.50 0.60 0.29 0.12
H -1.05638 4.99022 -2.38651 -0.70 0.46 0.37 0.11
H 0.29193 6.67242 -3.28067 0.37 -0.55 -0.01 0.12
H 1.01114 5.72775 -4.53582 -0.17 -0.70 -0.55 0.12
H 2.19684 4.77532 -2.97220 0.74 -0.20 -0.41 0.07
O -0.80633 -2.67307 -0.97760 -0.36 -0.81 -0.33 -0.08
C -1.23870 -3.31148 -2.19745 -0.22 1.34 0.43 -0.21
C -0.80219 -2.49712 -3.41735 0.06 -1.91 1.01 -0.24
O -1.38110 -1.22768 -3.43618 -0.33 0.39 -0.22 -0.08
H -0.51448 -1.75036 -1.11536 -0.24 -0.22 -0.18 0.03
H -0.90113 -4.32515 -2.26316 1.04 -0.57 0.10 0.11
H -2.31460 -3.47292 -2.18034 -0.28 0.57 -0.04 0.08
H -0.96012 -3.13627 -4.29140 -0.37 0.40 -0.39 0.13
H 0.26526 -2.43422 -3.29547 0.61 0.57 -0.19 0.11
H -2.32025 -1.35849 -3.23859 -0.37 -0.09 -0.04 0.07
O 0.69470 -2.26767 6.75294 -1.12 0.32 -1.45 -0.07
C -0.17726 -2.02450 5.55983 1.43 1.06 1.91 -0.18
C 0.55468 -1.02327 4.75703 1.15 0.55 -1.62 -0.24
O 1.11524 0.03973 5.53764 -1.51 1.34 -2.01 -0.06
H 0.62360 -3.20595 6.84157 0.30 -0.90 0.54 0.06
H -0.24439 -2.87560 4.94421 -0.36 -1.33 -0.44 0.09
H -1.12177 -1.66684 5.92745 -0.54 0.11 0.07 0.12
H -0.07265 -0.63549 3.91223 0.52 0.01 0.97 0.11
H 1.42810 -1.51445 4.26489 -0.66 -0.06 0.22 0.13
H 1.52571 -0.34048 6.27622 0.92 -1.03 1.68 0.05
O 1.36485 1.72667 3.16685 0.82 -1.29 0.97 -0.10
C 2.41943 2.65136 3.09511 -0.46 2.00 -0.02 -0.24
C 2.52126 3.57910 4.32075 0.20 0.57 -0.06 -0.20
O 1.23377 4.23986 4.58037 1.57 -0.87 0.47 -0.09
H 1.53596 1.06458 3.90000 -0.33 0.98 -0.72 0.09
H 3.42296 2.28148 2.83012 -0.34 -0.38 0.25 0.12
H 2.12967 3.35368 2.28766 0.13 -0.45 0.07 0.12
H 3.27254 4.36407 4.12758 -0.24 -0.14 -0.43 0.11
H 2.96078 3.09462 5.20190 -0.75 -0.36 0.08 0.12
H 1.26872 4.44054 5.53009 -0.33 0.03 -0.46 0.10
```
Positions in Å, forces in eV/Å.

Calculated values
E ... -2522.95641 hartree
Max |F| ... 3.7 eV/Å
Structure (SMILES) ... NC(N)=O.NC(N)=O.OCCO.OCCO.OCCO.OCCO.OCCO.OCCO.OCCO.OCCO.OCCO
Spin multiplicity ... 1
Net charge ... 0

[4]
Here is the molecule C5H6 in a non-equilibrium geometry from the Open Molecules 2025 dataset. Energies are from the ωB97M-V functional and the def2-TZVPD basis.

```
11
Properties=species:S:1:pos:R:3:forces:R:3:lowdin_charge:R:1
C -1.80786 -1.40835 -0.48602 -0.62 6.03 1.64 0.12
C -2.22867 -0.16893 -0.36218 2.14 -8.23 -1.76 -0.08
C -1.49181 0.59331 0.59371 -8.19 0.36 5.49 -0.31
C -0.31047 0.91633 0.45229 8.66 2.12 -5.01 -0.15
C 0.56520 0.45843 -0.92288 0.13 0.67 2.54 -0.07
H -0.79072 -1.85259 -0.22673 -2.06 -0.48 -1.28 0.10
H -2.14852 0.76099 1.63037 1.90 0.09 -2.70 0.17
H 0.41772 1.62483 0.84761 -1.12 -0.32 1.39 0.09
H 0.48041 0.96055 -1.89084 -0.93 -0.01 0.25 0.06
H 0.49315 -0.63050 -1.02059 0.36 0.53 -0.23 0.02
H 1.57714 0.77304 -0.59106 -0.27 -0.74 -0.32 0.05
```
Positions in Å, forces in eV/Å.

Calculated values
E ... -193.85693 hartree
Max |F| ... 10.2 eV/Å
Structure (SMILES) ... C#C/C=C\C
Spin multiplicity ... 1
Net charge ... 0